Entry 1:
Here is a cluster of 15 separate species, C57H85BrN16O7P2S2 in total at a distorted geometry from the OMol25 dataset. Energies are from wB97M-V/def2-TZVPD.

Gap between HOMO and LUMO (eV): 7.2189
Calculated total energy (eV): -208931.82408
Energy above the lowest of the compared OMol25 structures with the same formula, charge and spin (eV): 19.222

Last column: Löwdin charge in e.
Element x y z (Å)
Br -4.97 1.47 -1.35  0.632
S 2.38 1.04 -4.43  0.709
S 1.38 1.24 1.33  0.835
P 0.55 3.29 -1.45  0.746
P 7.27 -0.54 1.01  0.648
O 8.83 -0.65 0.92  -0.382
O 0.04 1.16 4.65  -0.120
O 6.94 0.78 2.04  -0.194
O 6.72 -2.06 1.60  -0.225
O 1.19 4.22 -2.52  -0.508
O -1.09 -0.63 2.73  -0.121
O -2.05 -3.46 2.54  -0.033
N -2.98 -4.50 0.62  -0.283
N 4.92 -4.16 -0.40  0.133
N -6.22 8.18 1.67  0.129
N -11.60 -7.86 2.94  0.133
N 1.73 -6.32 3.70  0.126
N -0.84 8.04 0.19  0.133
N -4.61 -5.29 1.35  0.110
N 4.50 -4.06 -4.85  0.136
N -0.07 -3.45 -2.65  0.133
N -4.47 3.65 1.10  0.114
N 3.73 -2.71 4.98  0.150
N -9.69 -6.26 0.76  0.133
N 0.76 1.55 -1.79  -0.249
N 1.47 8.94 2.37  0.147
N 3.63 4.60 1.34  0.133
N 3.61 -2.27 -9.69  0.128
C 1.31 -5.28 3.99  -0.269
C 3.79 -3.35 -5.41  -0.270
C 2.78 -0.36 5.63  -0.057
C 4.59 0.35 -2.43  -0.099
C -2.21 -4.34 -0.69  -0.099
C 1.76 8.42 3.36  -0.247
C 0.78 -3.96 4.36  -0.070
C -2.45 -0.94 0.43  -0.035
C 4.16 0.45 0.32  -0.004
C 6.94 3.04 -2.71  -0.207
C -5.94 7.65 2.66  -0.263
C -10.12 -8.65 -0.21  -0.064
C 2.46 6.79 0.48  -0.094
C -5.67 -5.74 1.51  -0.131
C -4.54 0.33 -4.13  -0.150
C -2.35 -5.72 1.26  -0.149
C 5.78 2.74 -3.82  -0.210
C -2.04 0.29 3.38  -0.131
C 0.99 -3.91 -2.53  -0.245
C -3.79 -1.25 -2.05  -0.209
C 2.15 1.10 -1.50  -0.225
C 3.32 -1.67 5.27  -0.255
C 7.03 3.30 -0.03  -0.135
C -12.51 -5.50 3.62  -0.071
C -1.78 10.40 0.84  -0.076
C -1.30 1.51 4.17  -0.329
C -7.01 -6.30 1.70  -0.088
C 4.58 -4.44 0.67  -0.262
C -0.27 0.77 -1.05  -0.217
C 6.01 -3.30 -9.43  -0.070
C -1.23 -0.36 1.31  -0.140
C 6.66 -0.35 -0.77  -0.199
C -1.29 2.90 3.32  -0.066
C -5.59 6.97 3.91  -0.066
C -12.00 -6.82 3.24  -0.271
C -4.82 -0.10 -2.58  -0.685
C 5.13 0.16 -0.92  -0.107
C 2.68 0.90 0.01  -0.356
C -9.88 -7.31 0.33  -0.259
C -6.08 5.26 -0.20  -0.071
C 2.13 7.76 4.62  -0.060
C -1.26 9.08 0.47  -0.282
C -2.81 -3.29 1.49  -0.292
C -1.50 0.21 -1.90  0.066
C 5.53 0.02 -3.70  -0.178
C 2.88 -2.45 -6.13  -0.056
C 6.01 1.32 -4.55  -0.207
C -2.60 -0.67 -1.12  -0.135
C 3.09 0.82 -2.73  -0.398
C -5.18 4.36 0.53  -0.310
C 4.14 -4.79 2.02  -0.070
C 3.11 5.57 0.96  -0.274
C -3.54 -1.86 1.18  -0.039
C -0.16 0.49 0.53  -0.287
C 4.66 -2.72 -9.58  -0.269
C 2.33 -4.48 -2.39  -0.069
C 6.20 3.62 -1.39  -0.246
H -10.92 -8.65 -0.96  0.084
H 7.58 2.10 -2.53  0.087
H 7.67 3.84 -3.15  0.116
H 1.75 -0.23 5.30  0.058
H 7.17 1.20 -4.69  0.113
H 4.50 0.32 1.41  0.078
H 1.37 -3.16 3.92  0.058
H -4.14 -0.54 -4.78  0.084
H 6.45 -0.64 -3.45  0.111
H -6.40 7.00 4.63  0.083
H 4.75 -5.58 2.45  0.090
H -7.39 -6.11 2.71  0.085
H 4.18 -3.93 2.70  0.049
H -7.01 -7.39 1.56  0.080
H -3.85 1.26 -4.12  0.068
H -3.94 -1.35 2.13  0.120
H 2.12 6.68 -0.56  0.081
H -9.23 -9.06 -0.70  0.082
H 7.45 4.28 0.44  0.076
H -11.91 -4.69 3.19  0.082
H 5.18 3.07 -1.29  0.086
H -1.76 10.55 1.92  0.078
H 6.25 2.91 0.74  0.053
H 4.88 -0.62 -4.42  0.086
H 6.07 4.77 -1.57  0.117
H 0.70 1.79 4.25  0.076
H -1.28 -3.67 -0.50  0.077
H 3.37 0.45 5.19  0.082
H 0.79 -3.82 5.45  0.083
H 3.10 -5.15 2.02  0.045
H -2.91 -3.91 -1.51  0.075
H 7.91 2.55 -0.18  0.072
H -2.71 -5.93 2.33  0.094
H 7.38 -2.71 1.21  0.094
H 6.69 -2.94 -10.21  0.082
H 2.99 8.23 5.09  0.085
H 2.80 -0.20 6.72  0.088
H -13.54 -5.36 3.29  0.082
H 7.40 0.35 -1.31  0.087
H 1.10 3.69 -0.17  0.001
H -5.88 -0.60 -2.57  0.092
H 3.01 -4.12 -3.17  0.023
H -2.82 10.52 0.51  0.080
H -1.94 1.72 5.11  0.140
H 1.99 2.40 -4.44  -0.092
H 1.84 -2.69 -5.94  0.089
H 1.58 7.03 1.08  0.020
H 1.31 7.79 5.34  0.082
H 6.36 0.43 2.77  0.083
H 5.94 3.56 -4.65  0.114
H 2.78 -4.22 -1.43  0.038
H 2.31 -5.57 -2.46  0.090
H -5.93 5.20 -1.28  0.083
H 6.70 -1.41 -1.25  0.120
H 3.03 -2.51 -7.22  0.044
H -0.39 3.58 3.61  0.085
H 5.99 -4.39 -9.49  0.084
H -7.13 5.03 0.00  0.087
H -7.73 -5.88 1.00  0.019
H -3.27 -1.67 -3.01  0.119
H 2.38 6.71 4.46  0.082
H -0.86 3.66 -1.39  0.041
H -2.62 -6.66 0.62  0.104
H 4.73 2.92 -3.41  0.090
H -5.34 5.92 3.74  0.077
H 5.56 1.24 -5.61  0.100
H -10.42 -9.36 0.57  0.077
H -5.56 0.65 -4.56  0.077
H -0.25 -3.83 4.02  0.057
H -2.70 -0.37 4.08  0.143
H -1.31 2.66 2.18  0.075
H -12.50 -5.36 4.71  0.082
H -1.56 0.42 -3.04  0.116
H -5.93 6.31 0.09  0.042
H -4.36 -2.14 -1.59  0.096
H -1.78 -5.36 -1.04  0.094
H 3.04 -1.41 -5.84  0.031
H -4.46 -2.12 0.52  0.114
H -4.72 7.43 4.38  0.083
H -2.25 3.51 3.56  0.083
H -1.20 -5.60 1.16  0.102
H -1.20 11.20 0.38  0.082
H -2.71 0.76 2.55  0.131
H 3.13 7.65 0.51  0.078
H 6.45 -3.04 -8.46  0.083

***

Entry 2:
Here is a structure of composition C4H9N3 at a distorted geometry from the OMol25 dataset. Energies are from wB97M-V/def2-TZVPD.

Gap between HOMO and LUMO (eV): 7.7147
Calculated total energy (eV): -8760.73462
Energy above the lowest of the compared OMol25 structures with the same formula, charge and spin (eV): 3.790

Last column: natural (NBO) charge in e.
Element x y z (Å)
N -0.66 0.32 0.02  -0.310
N 1.05 -1.45 0.67  -0.877
N 1.62 0.86 0.64  -0.924
C 0.51 -0.35 -1.70  -0.645
C -1.53 0.90 1.01  -0.434
C 0.92 -0.13 0.18  0.566
C -0.74 0.25 -1.26  0.232
H -1.99 0.12 1.61  0.213
H 1.11 -1.51 1.68  0.375
H 1.05 0.19 -2.47  0.227
H 2.56 0.54 0.89  0.352
H -0.91 1.53 1.65  0.247
H 0.41 -2.12 0.27  0.363
H 0.44 -1.42 -1.91  0.217
H -2.32 1.48 0.53  0.208
H -1.52 0.78 -1.81  0.189

***

Entry 3:
Here is an isolated molecule of C5H6O from the OMol25 dataset. Energies are from wB97M-V/def2-TZVPD.

SMILES: C=C=C(O)C=C
Gap between HOMO and LUMO (spin up / spin down) (eV): 8.4252 / 8.4260
Calculated total energy (eV): -7325.92216
Energy above the lowest of the compared OMol25 structures with the same formula, charge and spin (eV): 3.362

Last column: natural (NBO) charge in e.
Element x y z (Å)
O 0.13 -0.36 -1.99  -0.632
C 1.68 0.05 -0.22  -0.107
C 1.92 -0.34 1.02  -0.403
C 0.48 0.17 -0.80  0.284
C -0.62 0.69 0.01  -0.239
C -1.75 -0.01 0.08  -0.418
H 2.83 -0.25 1.60  0.201
H -2.60 0.35 0.66  0.213
H -0.80 -0.13 -2.09  0.486
H 1.03 -0.76 1.50  0.181
H -1.85 -0.99 -0.38  0.203
H -0.46 1.59 0.60  0.232